{"formula": "C44H60F4O10S5", "method": "ωB97M-V with the def2-TZVPD basis set", "symbols": ["S", "S", "S", "S", "S", "F", "F", "F", "F", "O", "O", "O", "O", "O", "O", "O", "O", "O", "O", "C", "C", "C", "C", "C", "C", "C", "C", "C", "C", "C", "C", "C", "C", "C", "C", "C", "C", "C", "C", "C", "C", "C", "C", "C", "C", "C", "C", "C", "C", "C", "C", "C", "C", "C", "C", "C", "C", "C", "C", "C", "C", "C", "C", "H", "H", "H", "H", "H", "H", "H", "H", "H", "H", "H", "H", "H", "H", "H", "H", "H", "H", "H", "H", "H", "H", "H", "H", "H", "H", "H", "H", "H", "H", "H", "H", "H", "H", "H", "H", "H", "H", "H", "H", "H", "H", "H", "H", "H", "H", "H", "H", "H", "H", "H", "H", "H", "H", "H", "H", "H", "H", "H", "H"], "coordinates": [[5.234057, 4.407561, -0.446333], [-0.773943, 6.365561, -1.732333], [-2.513943, -3.782439, 4.241667], [0.642057, 0.472561, -0.893333], [-3.238943, 1.135561, 4.378667], [2.375057, 2.616561, 1.849667], [7.283057, -2.491439, -4.038333], [0.046057, -5.843439, -0.947333], [-7.998943, -1.474439, -1.333333], [1.791057, 1.173561, -1.097333], [0.625057, 6.517561, -2.171333], [-2.185943, -4.477439, 5.519667], [-3.559943, -2.814439, 4.268667], [-2.799943, -0.192439, 4.609667], [5.681057, 3.112561, 0.013667], [-4.350943, 1.596561, 5.083667], [5.165057, 5.510561, 0.421667], [-0.296943, 0.853561, 0.163667], [-1.551943, 7.502561, -1.355333], [-6.820943, -2.377439, 0.519667], [-0.905943, -3.882439, 2.218667], [-5.585943, -2.431439, 1.213667], [-6.760943, -1.625439, -0.711333], [7.022057, -0.361439, -2.957333], [4.241057, -0.409439, -3.613333], [-3.524943, -5.426439, -1.305333], [-3.080943, 1.722561, 2.647667], [1.815057, 0.536561, 2.929667], [-1.608943, 3.255561, 4.000667], [-0.608943, -1.194439, -2.443333], [0.912057, -1.204439, -0.603333], [3.965057, 0.681561, 1.727667], [-2.875943, -4.968439, 2.896667], [6.130057, 4.994561, -1.926333], [-2.985943, -7.779439, -1.675333], [-1.477943, 4.214561, -2.663333], [-1.718943, -5.128439, 2.305667], [5.129057, -1.460439, -4.007333], [-1.825943, 5.615561, -2.968333], [2.138057, -0.780439, 3.135667], [5.220057, 4.422561, -2.859333], [-1.884943, 2.093561, 4.846667], [6.504057, -1.435439, -3.560333], [2.741057, 1.295561, 2.150667], [-0.924943, -3.236439, 3.662667], [-4.441943, -1.674439, 0.829667], [4.256057, -0.544439, 2.037667], [-0.073943, 0.200561, -2.410333], [-1.553943, -7.413439, -1.533333], [-1.198943, -6.154439, -1.249333], [-4.397943, -0.925439, -0.390333], [3.679057, 4.174561, -1.111333], [3.368057, -1.380439, 2.744667], [-0.231943, -1.906439, -1.263333], [-1.989943, 2.748561, 2.653667], [-2.121943, -5.093439, -1.076333], [-3.881943, -6.776439, -1.441333], [3.808057, 4.624561, -2.532333], [-5.644943, -0.957439, -1.188333], [6.205057, 0.617561, -2.561333], [4.851057, 0.604561, -2.997333], [-0.755943, 5.083561, -0.507333], [-1.594943, 3.929561, -1.159333], [-1.083943, 2.354561, 2.323667], [-4.992943, -7.069439, -1.412333], [-1.017943, 1.351561, 4.883667], [-2.945943, 1.025561, 2.199667], [2.879057, 4.780561, -0.779333], [5.369057, 4.794561, -3.917333], [-1.610943, -1.313439, -2.640333], [-2.563943, 3.970561, -0.800333], [-1.359943, 5.363561, 0.313667], [-0.908943, 2.987561, -0.826333], [0.127057, -3.884439, 1.709667], [-1.807943, 2.566561, 5.794667], [-1.753943, -5.821439, 1.461667], [0.734057, 0.544561, -3.168333], [3.622057, 3.180561, -0.930333], [1.194057, -1.251439, 0.477667], [-3.969943, 2.156561, 2.433667], [0.302057, 4.844561, -0.276333], [-2.881943, 5.926561, -2.701333], [6.554057, 1.463561, -2.051333], [-3.787943, -0.322439, -0.752333], [-5.623943, -2.813439, 2.307667], [1.439057, -1.473439, 3.647667], [-3.222943, -5.814439, 3.431667], [-7.631943, -2.905439, 0.896667], [7.150057, 4.535561, -1.858333], [0.943057, 0.990561, 3.287667], [5.295057, -1.028439, 1.608667], [-2.058943, 3.520561, 1.908667], [-1.234943, -1.977439, -0.572333], [3.155057, -0.478439, -3.823333], [-0.139943, -3.587439, 4.295667], [-0.154943, -1.605439, -3.429333], [5.803057, 6.075561, -1.914333], [-1.729943, -4.073439, -1.053333], [4.307057, 1.425561, -2.798333], [-1.524943, 6.028561, -3.970333], [5.348057, 3.407561, -2.846333], [-2.283943, 4.100561, 4.279667], [-5.739943, -0.352439, -2.055333], [3.453057, 4.035561, -3.221333], [-2.177943, 3.461561, -3.210333], [-3.290943, -8.767439, -1.722333], [4.845057, -2.432439, -4.375333], [-0.930943, 0.978561, -2.272333], [-1.129943, -6.031439, 3.001667], [-3.748943, -4.655439, 2.283667], [4.485057, 1.382561, 1.243667], [-4.161943, -4.495439, -1.269333], [3.447057, 5.652561, -2.760333], [3.706057, -2.478439, 2.805667], [-1.419943, -3.136439, 1.548667], [-0.670943, 3.686561, 4.008667], [1.809057, -1.561439, -1.046333], [0.030057, -2.848439, -1.585333], [-0.854943, -2.266439, 3.693667], [8.025057, -0.496439, -2.818333], [-0.398943, 3.809561, -3.024333], [-0.782943, -8.220439, -1.566333], [-3.496943, -1.716439, 1.260667]], "forces_ev_per_a": [[1.395, 0.338, 0.727], [1.579, 1.514, -0.838], [0.170, -1.645, 3.502], [-4.034, -3.209, 3.148], [2.880, 0.905, 0.036], [1.092, -2.020, 0.248], [-0.587, 1.360, 1.022], [1.776, 0.045, -0.037], [1.539, -0.126, 0.121], [5.544, 3.998, -0.511], [-1.744, -0.296, 0.245], [-0.807, 0.698, -2.360], [-0.366, 0.636, -0.359], [-0.015, -1.740, -0.893], [0.466, -0.048, -0.259], [-3.375, 1.120, 0.623], [0.330, 1.925, 2.356], [0.290, 0.213, -1.270], [0.064, 1.147, 1.015], [4.279, 1.778, -1.816], [1.453, 2.640, -1.095], [-0.640, 0.841, 1.858], [-1.517, -0.708, 1.385], [0.600, -1.399, 0.237], [0.729, -3.472, -1.878], [2.962, 2.187, 1.178], [-1.734, 12.937, 10.682], [2.528, 1.306, -2.048], [-3.828, 1.208, -0.877], [2.158, 0.771, -5.090], [1.190, -0.824, 2.057], [-4.796, 4.608, 0.984], [-8.088, 2.117, 4.093], [-0.200, 0.778, 2.653], [3.756, 3.032, 1.424], [-0.019, -5.488, -2.257], [9.729, -6.317, -2.435], [1.238, -0.395, 2.074], [0.446, 0.898, -0.309], [0.711, -3.125, 0.832], [0.781, 1.248, -5.035], [4.247, -0.346, 2.185], [-3.755, -2.073, -3.799], [-1.223, -1.247, 1.184], [-0.311, -5.061, -2.124], [-0.896, 0.581, -3.242], [3.387, -5.958, -0.153], [-2.116, 3.752, -1.513], [-1.878, -3.459, -0.702], [-1.775, 2.043, 0.985], [-9.996, -6.687, 2.735], [-0.940, 2.137, -1.729], [0.158, 0.081, -0.847], [-2.746, -0.591, 4.648], [0.931, 0.709, -1.388], [-2.193, -1.656, -2.103], [-3.071, 0.147, -0.494], [1.169, 3.198, 1.823], [1.163, -0.409, 2.316], [-2.651, 0.958, -1.218], [2.646, 0.162, 1.462], [-0.371, -0.887, -0.656], [5.643, -1.030, -0.182], [1.507, -1.685, -0.820], [1.736, 0.665, -0.203], [-0.920, 0.906, -0.442], [3.123, -14.807, -10.073], [-0.501, 0.291, 1.694], [0.241, -0.533, 0.906], [-2.451, 0.372, -0.350], [-1.915, -0.369, 0.714], [0.099, 0.926, 1.221], [-2.565, 1.670, -0.900], [-1.373, -0.657, 1.189], [-1.071, -0.649, 1.696], [-0.039, 0.860, -0.737], [-1.780, -0.741, 1.029], [-1.402, -3.270, -0.051], [-1.006, -0.483, -0.491], [-2.963, 1.202, -0.788], [-0.849, 0.104, -0.060], [1.244, -0.540, -0.336], [0.445, 1.028, 0.719], [6.348, 4.943, -2.524], [0.396, 0.204, -2.129], [0.294, 0.805, -0.201], [-0.448, -0.949, 0.520], [-1.573, -0.509, 0.270], [-0.709, 1.297, -0.280], [-1.253, 0.412, 0.392], [-2.699, 1.340, 1.266], [-0.986, 0.605, -0.314], [2.608, 0.068, -1.234], [0.921, 0.290, 0.020], [0.200, -0.861, 0.507], [-0.403, 0.064, 1.671], [1.899, -0.620, 0.344], [-0.435, -0.388, 0.402], [-1.919, 2.805, 1.071], [-0.303, -0.559, 1.010], [0.550, -2.911, -0.519], [0.198, -0.548, 0.093], [-0.075, 0.340, -0.697], [-3.382, -3.259, -3.312], [0.998, 1.255, 0.694], [-0.349, -1.742, -0.375], [-0.475, 0.088, -0.535], [1.229, -0.952, -1.237], [-0.747, 2.790, -1.334], [0.589, 0.564, 0.313], [2.918, 1.951, -2.213], [0.050, -1.696, -0.001], [0.195, -0.556, 0.655], [-1.194, 1.851, 0.427], [-0.024, -0.633, 0.509], [2.229, 0.363, 0.183], [1.053, 0.144, -0.917], [0.559, -2.462, 0.105], [-0.109, 5.562, -0.249], [2.727, 0.614, 0.944], [-2.245, 1.590, 0.713], [-0.694, 0.860, -0.079], [1.142, -0.252, 1.801]], "lumo_ev": -0.25, "homo_energy_ev": -9.3401, "spin_multiplicity": 1, "gap_ev": 9.090, "total_energy_ev": -132105.417, "largest_force_ev_per_a": 18.18}